This record from the OMol25 dataset describes C39H51AlBBr3CaClF20O16PS3 as an isolated structure at a distorted geometry. The level of theory is ωB97M-V/def2-TZVPD.

Computed properties:
**Net charge**: 0
**Largest force on an atom**: 6.74 eV/A
**2S+1**: 1
**LUMO**: -0.2052 Ha
**Frontier orbital gap**: 3.049 eV

Structure (XYZ):
```
137
Properties=species:S:1:pos:R:3:mulliken_charge:R:1
C -5.697 -0.007 2.608 -0.7027
C -5.042 -1.357 3.032 0.7412
O -4.770 -1.501 4.183 -0.5078
O -4.764 -2.421 2.178 -0.3296
C -4.885 -2.094 0.795 -0.7543
C -3.643 -1.194 0.296 0.4861
C -2.701 -1.970 -0.652 0.5711
C -1.242 -2.145 -0.102 -0.6798
C -1.157 -3.186 1.084 -0.5627
C -0.122 -2.595 2.149 -0.8594
C -0.820 -1.442 2.956 0.7548
C 0.000 -0.942 4.206 -1.0268
C 0.691 0.433 4.026 0.6616
C 1.976 0.709 4.349 0.6349
C 2.919 -0.370 4.946 0.4835
F 2.295 -0.884 6.074 -0.3181
F 4.124 0.126 5.375 -0.2802
C 3.257 -1.561 3.953 1.4344
F 2.666 -1.439 2.718 -0.2121
F 2.925 -2.750 4.588 -0.2967
C 2.525 2.145 4.069 -0.7877
O 3.270 2.703 4.805 -0.4627
C 1.962 2.789 2.755 0.8309
C 2.768 3.636 1.891 0.1685
C 4.239 3.953 2.222 -1.1508
C 5.094 2.654 1.755 1.0249
C 6.508 3.122 1.199 -1.3903
C 4.402 1.853 0.582 -1.0907
C 2.159 4.161 0.661 0.6489
C 2.977 5.039 -0.322 -1.9891
C 0.783 3.856 0.293 0.8964
C 0.155 4.369 -1.008 -1.3481
C -1.199 5.165 -0.833 -0.5211
O -1.409 5.556 0.523 -0.4765
C 0.005 3.001 1.187 1.2122
S -1.725 2.505 0.801 0.0552
C 0.572 2.481 2.393 -0.1682
C -0.194 1.552 3.386 -0.7184
O -1.346 1.687 3.675 -0.5614
H -4.895 0.708 2.302 0.0834
H -6.170 0.430 3.522 0.3418
H -6.470 -0.110 1.807 0.3178
H -4.807 -3.060 0.226 0.2661
H -5.870 -1.659 0.515 0.5588
H -4.091 -0.154 -0.332 0.0005
H -3.152 -0.799 1.233 -0.0653
H -3.097 -2.969 -0.930 -0.7023
H -2.639 -1.369 -1.603 0.5240
H -0.778 -1.149 0.145 0.2513
H -0.630 -2.547 -0.955 0.5242
H -2.145 -3.195 1.608 0.2142
H -0.871 -4.206 0.753 0.5432
H 0.155 -3.408 2.860 0.4602
H 0.745 -2.233 1.539 0.0921
H -1.122 -0.641 2.237 -0.5028
H -1.781 -1.872 3.356 0.1930
H 0.705 -1.738 4.527 0.4335
H -0.739 -0.822 5.046 0.5074
H 4.370 -1.614 3.796 -1.0384
H 4.620 4.892 1.756 0.5860
H 4.443 4.057 3.317 0.1799
H 5.269 1.951 2.604 0.0220
H 7.164 3.507 2.013 0.2960
H 7.033 2.275 0.682 0.4097
H 6.287 3.887 0.410 0.2677
H 5.204 1.207 0.129 0.5449
H 3.612 1.137 0.927 0.0732
H 4.051 2.513 -0.251 0.0805
H 2.578 6.080 -0.410 0.5358
H 2.895 4.571 -1.346 0.2433
H 4.063 5.094 -0.100 0.1291
H 0.830 5.004 -1.643 0.8555
H -0.096 3.443 -1.637 -0.4835
H -2.025 4.436 -1.068 0.3609
H -1.329 6.013 -1.547 0.3521
H -2.359 5.746 0.597 0.3642
H -1.540 1.568 -0.205 -0.0054
C 7.801 -2.500 3.769 -0.3748
Br 6.712 -4.044 3.354 -0.0427
Br 9.168 -2.204 2.436 -0.0221
Br 6.721 -0.922 4.052 0.0425
H 8.308 -2.709 4.705 0.3856
Ca 0.100 2.875 -3.250 1.7662
C -3.007 -7.191 -1.779 0.5564
F -4.126 -7.880 -2.070 -0.2432
F -2.736 -7.453 -0.480 -0.2256
F -2.021 -7.767 -2.490 -0.2177
S -3.174 -5.382 -2.124 1.1538
O -4.276 -4.933 -1.272 -0.7464
O -3.461 -5.296 -3.535 -0.6613
O -1.886 -4.807 -1.749 -0.6878
C 1.428 0.718 -8.716 0.6032
F 2.236 -0.059 -9.455 -0.2135
F 1.898 2.016 -8.897 -0.2721
F 0.235 0.685 -9.316 -0.1968
S 1.361 0.204 -6.936 1.1503
O 2.728 0.312 -6.469 -0.6891
O 0.860 -1.138 -6.977 -0.5926
O 0.453 1.162 -6.315 -0.5437
Al 2.305 2.733 -11.049 0.8509
Cl -5.141 -0.260 -1.297 0.0550
O -3.865 4.425 -4.610 -0.5153
C -4.192 5.290 -3.854 0.2939
O -3.729 5.394 -2.569 -0.3100
C -4.403 6.480 -1.907 -0.3114
C -4.905 7.378 -3.020 -0.6937
C -5.188 6.386 -4.138 -0.3450
H -5.218 6.068 -1.307 0.2606
H -3.704 6.997 -1.247 0.3451
H -5.769 7.975 -2.732 0.3559
H -4.111 8.063 -3.330 0.2740
H -6.196 5.974 -4.073 0.2746
H -5.016 6.824 -5.119 0.3098
F -2.919 0.914 -5.212 -0.3285
P -4.310 0.983 -6.077 0.9732
F -3.491 1.975 -7.083 -0.3519
F -5.626 0.124 -6.487 -0.3286
F -5.271 2.294 -6.174 -0.3269
F -4.832 0.850 -4.532 -0.3273
F -3.686 -0.236 -6.946 -0.3100
C 0.200 -9.094 2.271 -0.5989
O 0.664 -10.391 1.897 -0.3204
C 0.478 -10.685 0.605 0.7941
O -0.026 -9.967 -0.215 -0.5000
O 0.952 -11.918 0.387 -0.3260
C 0.817 -12.364 -0.962 -0.6128
H 0.402 -8.967 3.334 0.2241
H 0.736 -8.320 1.720 0.2812
H -0.874 -9.007 2.108 0.2739
H 1.376 -11.718 -1.639 0.2857
H -0.234 -12.405 -1.251 0.2916
H 1.232 -13.369 -1.018 0.2117
B 6.655 5.457 4.876 0.5810
F 5.285 5.791 5.070 -0.4168
F 6.914 5.377 3.475 -0.3805
F 7.470 6.451 5.463 -0.3751
F 6.924 4.201 5.476 -0.4098
```

This record from the OMol25 dataset describes C39H51CdIN2S2Si as an isolated structure. The level of theory is ωB97M-V/def2-TZVPD.

Computed properties:
**Energy above the lowest of the compared OMol25 structures with the same formula, charge and spin**: 23.5 kcal/mol
**Net charge**: -2
**Largest force on an atom**: 0.32 eV/A
**2S+1**: 1
**LUMO**: 0.1490 Ha
**Frontier orbital gap**: 5.366 eV

Structure (XYZ):
```
97
Properties=species:S:1:pos:R:3:mulliken_charge:R:1
Cd -0.653 -0.040 -0.276 0.9197
C 1.123 3.056 -1.971 -1.1991
C -0.207 2.974 -2.447 0.0738
C -0.419 1.617 -2.840 0.8994
C 0.772 0.907 -2.515 -1.2750
C 1.732 1.803 -2.000 -0.3902
C 3.179 1.479 -1.691 2.7429
C 3.883 1.000 -2.970 -1.9900
C 3.283 0.385 -0.631 -1.7924
C 3.915 2.720 -1.177 -2.1410
C -1.409 0.998 -3.830 2.3594
C -1.187 -0.519 -3.939 -1.8996
C -2.886 1.212 -3.486 -1.6219
C -1.123 1.560 -5.236 -1.7267
C -1.158 4.169 -2.333 3.0638
C -0.422 5.386 -1.750 -2.2907
C -1.728 4.645 -3.680 -1.9984
C -2.309 3.869 -1.360 -1.4176
H 1.588 3.947 -1.583 0.4913
H 0.994 -0.105 -2.827 0.4904
H 3.424 0.081 -3.334 0.3033
H 4.944 0.806 -2.785 0.4704
H 3.795 1.754 -3.756 0.3887
H 2.736 -0.511 -0.930 0.1518
H 2.845 0.728 0.304 0.1946
H 4.328 0.110 -0.449 0.5151
H 3.887 3.525 -1.913 0.3669
H 4.963 2.479 -0.969 0.4835
H 3.460 3.086 -0.256 0.2069
H -1.210 -1.002 -2.964 0.0573
H -0.229 -0.743 -4.409 0.3209
H -1.975 -0.965 -4.548 0.4349
H -3.088 0.893 -2.462 -0.0863
H -3.517 0.611 -4.146 0.5426
H -3.195 2.249 -3.591 0.2542
H -0.081 1.368 -5.498 0.3270
H -1.283 2.634 -5.284 0.2124
H -1.765 1.078 -5.981 0.4546
H 0.405 5.696 -2.390 0.3824
H -0.029 5.169 -0.757 0.2600
H -1.120 6.225 -1.662 0.4946
H -0.919 4.824 -4.390 0.3400
H -2.281 5.581 -3.544 0.4782
H -2.411 3.925 -4.122 0.3179
H -1.907 3.662 -0.366 0.0800
H -2.881 2.999 -1.666 0.0595
H -2.988 4.726 -1.290 0.5321
C 3.496 -5.528 1.233 -1.2138
Si 1.857 -5.019 2.019 0.3537
C 1.802 -5.883 3.709 -1.2869
C 0.490 -5.819 1.015 -0.9663
C 1.835 -3.176 2.336 0.4881
C 2.380 -2.704 3.522 -0.2421
C 2.373 -1.348 3.830 -1.4214
C 1.779 -0.501 2.910 -0.2218
N 1.280 -0.908 1.757 0.2407
C 1.313 -2.210 1.429 -0.1918
S 0.686 -2.646 -0.116 -0.5741
H 3.567 -6.616 1.182 0.2966
H 4.343 -5.156 1.810 0.3274
H 3.578 -5.131 0.221 0.2947
H 1.797 -6.966 3.574 0.3371
H 0.904 -5.606 4.263 0.3520
H 2.664 -5.633 4.328 0.3521
H 0.630 -6.903 1.035 0.3995
H 0.508 -5.466 -0.013 0.2827
H -0.498 -5.596 1.416 0.2909
H 2.806 -3.401 4.234 0.2149
H 2.788 -0.970 4.756 0.3796
H 1.691 0.566 3.106 0.3452
S -3.374 0.182 3.907 -0.3964
C -3.301 -1.549 3.858 0.5101
C -4.116 -2.497 4.468 -0.6197
C -3.839 -3.835 4.249 -0.4253
C -2.772 -4.226 3.433 -0.7060
C -1.964 -3.289 2.824 0.7347
C -2.230 -1.938 3.040 -1.0240
N -1.497 -0.908 2.501 0.3931
C -1.945 0.241 2.851 -0.0364
C -1.316 1.514 2.478 2.0260
C -1.335 2.548 3.421 -0.7852
C -0.613 3.704 3.199 -1.1409
C 0.145 3.805 2.038 -0.3727
C 0.136 2.780 1.100 0.8344
C -0.618 1.609 1.258 -0.8505
H -4.949 -2.198 5.090 0.3722
H -4.468 -4.588 4.707 0.3620
H -2.583 -5.279 3.269 0.3897
H -1.148 -3.554 2.165 -0.1291
H -1.888 2.423 4.347 0.3456
H -0.619 4.505 3.930 0.2975
H 0.738 4.696 1.859 0.4539
H 0.713 2.902 0.191 0.1195
I -3.982 -2.017 -1.935 -0.3097
C -2.586 -1.307 -0.410 -1.6001
H -2.246 -2.260 -0.006 0.4225
H -3.294 -0.889 0.310 0.4559
```

Looking at total energy for the records above, in order, we have -15380.70291; -3177.58521 Eh.